# 1
Computed, not measured: an isolated ion of composition C4H6N3 and charge +1, with the ωB97M-V functional and the def2-TZVPD basis.

```
13
Properties=species:S:1:pos:R:3:forces:R:3:mulliken_charge:R:1
C 1.63492 -1.49183 -0.27220 -2.8 0.3 0.2 0.10
C 0.63989 -0.85620 -1.38020 4.1 -1.4 0.8 -0.07
C -0.43277 -0.51234 1.24238 4.5 -0.5 -5.2 0.08
C -1.17381 1.64314 0.30028 -0.4 -1.2 -0.5 -0.81
N 1.31866 -1.58268 0.95647 -2.3 1.6 -1.0 -0.32
N -0.54595 0.32990 0.27335 -0.1 -2.5 0.9 0.27
N -0.21128 -0.01960 -1.06585 -1.2 1.2 -0.4 -0.42
H 2.53960 -1.97297 -0.64475 0.1 0.2 0.3 0.39
H 1.00766 -1.04916 -2.44447 -1.3 0.3 1.4 0.35
H -0.92520 -0.33868 2.11268 -0.9 0.2 2.9 0.38
H -1.62314 1.85193 1.21529 -0.8 0.0 1.7 0.34
H -0.36184 2.26631 0.20831 1.7 1.9 -0.6 0.40
H -1.86674 1.73219 -0.50130 -0.4 0.0 -0.7 0.30
```
Positions in Å, forces in eV/Å.

Summary:
Energy relative to the best compared isomer or geometry (same formula, charge and spin) = 534.4 kJ/mol
Total charge = +1
F_max = 6.884 eV/Å
LUMO energy (spin up / spin down) = -5.996 / -5.997 eV
Gap between HOMO and LUMO (spin up / spin down) = 9.37 / 9.38 eV


# 2
Computed, not measured: an isolated ion of composition C4H6N3O and charge +1, with the ωB97M-V functional and the def2-TZVPD basis.

```
14
Properties=species:S:1:pos:R:3:forces:R:3:mulliken_charge:R:1
N 1.52840 1.29491 0.12392 0.8 -0.1 0.0 -0.49
N 0.74765 0.25654 0.13610 -0.4 -0.2 0.0 0.02
C 1.18996 -0.96084 0.07277 0.7 0.6 0.0 0.05
C 0.23688 -2.02201 0.06184 -0.4 -0.1 0.1 -0.46
N -0.99549 -1.68782 0.09950 0.1 -0.3 0.0 -0.13
C -1.75420 -0.75036 0.13337 -0.6 0.2 -0.1 0.66
C -2.64131 0.22788 0.06446 0.0 -0.2 0.0 -0.22
O -2.31460 1.50491 0.01726 0.2 0.7 0.0 -0.40
H 2.54227 1.19618 0.15061 -0.3 0.1 0.0 0.23
H 1.12794 2.19775 0.32170 0.0 -0.1 0.0 0.23
H 2.24152 -1.22547 0.03678 0.1 0.1 0.0 0.40
H 0.50576 -3.06548 0.03450 0.1 -0.1 0.0 0.41
H -3.71240 0.05178 0.06273 0.1 -0.2 0.0 0.37
H -1.35336 1.64955 -0.00999 -0.2 -0.3 0.0 0.32
```
Positions in Å, forces in eV/Å.

Summary:
Energy relative to the best compared isomer or geometry (same formula, charge and spin) = 258.3 kJ/mol
SMILES string = N/N=C/C=[N+]=C=CO
Total charge = +1
F_max = 0.905 eV/Å
LUMO energy (spin up / spin down) = -5.391 / -5.392 eV
Gap between HOMO and LUMO (spin up / spin down) = 7.61 / 7.61 eV


# 3
Computed, not measured: C4H6N4 as an isolated structure, with the ωB97M-V functional and the def2-TZVPD basis.

```
14
Properties=species:S:1:pos:R:3:forces:R:3:mulliken_charge:R:1
C -1.73005 0.37992 -0.34527 -2.8 0.4 3.1 -0.26
C -0.44724 0.76259 -0.77105 3.6 -0.4 -7.9 -0.66
C 1.03665 -1.14374 1.38511 3.0 0.4 1.5 -0.22
C -0.21501 -0.71756 0.71612 3.4 -1.5 -1.2 0.55
H -2.14107 -0.40279 -0.98758 -0.4 0.4 0.0 0.28
H -2.38080 1.23664 -0.02524 0.1 -0.9 -1.1 0.31
H -0.39590 1.07255 -1.93436 -0.3 -0.6 2.4 0.23
H 0.07867 1.54901 -0.29269 0.4 0.5 1.2 0.43
H 1.90222 0.81394 -0.52930 0.0 -4.6 -0.6 0.32
H 1.38966 -1.35599 2.43473 -1.6 -0.1 -0.9 0.42
N 0.31277 -0.62046 -0.67927 -1.2 3.5 1.3 -0.17
N 1.78060 -0.44976 -0.67111 -1.1 3.5 2.8 -0.33
N 2.14353 -0.89975 0.73087 -2.4 0.3 -1.3 -0.33
N -1.33403 -0.22460 0.96903 -0.7 -0.9 0.7 -0.57
```
Positions in Å, forces in eV/Å.

Summary:
Energy relative to the best compared isomer or geometry (same formula, charge and spin) = 539.2 kJ/mol
F_max = 8.745 eV/Å
LUMO energy = 0.083 eV
Gap between HOMO and LUMO = 9.57 eV